[1]
C5H12NO | ωB97M-V/def2-TZVPD

Output
Electronic energy (Eh): -327.28472
Frontier orbital gap (eV): 9.2
Relative energy (zero: lowest compared OMol25 entry of this formula, charge and spin) (kJ/mol): 459.1
Structure (SMILES): C=[N+](C)OCCC
E_LUMO (eV): -5.20

The geometry in ORCA input format:
```
! wB97M-V def2-TZVPD RIJCOSX def2/J DEFGRID3
* xyz 1 1
C 2.58470 1.36973 0.00968
C -2.70878 0.55280 0.64585
C 2.29830 -1.10600 0.24489
C -1.86407 0.23761 -0.67112
C -0.52016 -0.48188 -0.46845
N 1.94509 0.26439 -0.06664
O 0.44016 0.51026 -0.61604
H 2.02479 2.32166 -0.03563
H 3.47972 1.52406 0.55386
H -3.08666 -0.42310 0.84917
H -2.10669 0.97876 1.47455
H -3.58561 1.07485 0.45471
H 1.49800 -1.52288 0.99442
H 3.35563 -1.04473 0.72427
H 2.40109 -1.78841 -0.58791
H -1.54163 1.14610 -1.16926
H -2.55951 -0.37944 -1.28729
H -0.36663 -1.11361 0.41229
H -0.49343 -1.16584 -1.51408
*
```

***

[2]
C5H12NO | ωB97M-V/def2-TZVPD

Output
Electronic energy (Eh): -327.39972
Frontier orbital gap (eV): 8.5
Relative energy (zero: lowest compared OMol25 entry of this formula, charge and spin) (kJ/mol): 157.2
E_LUMO (eV): -4.65

The geometry in ORCA input format:
```
! wB97M-V def2-TZVPD RIJCOSX def2/J DEFGRID3
* xyz 1 1
C -2.39051 -1.17797 -0.27633
C -1.02575 -1.42418 0.32707
C 0.08420 -1.76243 -0.31007
O 1.38286 -1.54453 0.18120
H -2.87962 -0.44052 0.35834
H -2.30997 -0.77790 -1.28627
H -2.99583 -2.08309 -0.32664
H -0.99433 -1.26446 1.40342
H 0.05493 -2.12669 -1.33437
H 1.78209 -2.41721 0.26591
C 0.06937 1.76379 -0.45112
C 2.17624 1.87062 0.70203
N 1.19731 1.17975 0.29395
H -0.85492 1.45907 0.03550
H 0.11320 1.32929 -1.44735
H 0.14281 2.84671 -0.44438
H 2.12943 2.95586 0.71605
H 3.10873 1.44814 1.06402
H 1.20978 0.16572 0.52906
*
```

***

[3]
C5H12NO | ωB97M-V/def2-TZVPD

Output
Electronic energy (Eh): -327.36046
Frontier orbital gap (eV): 11.1
Relative energy (zero: lowest compared OMol25 entry of this formula, charge and spin) (kJ/mol): 260.2
E_LUMO (eV): -2.69

The geometry in ORCA input format:
```
! wB97M-V def2-TZVPD RIJCOSX def2/J DEFGRID3
* xyz 1 1
C 1.32063 -1.24871 0.22410
C 1.21863 1.17324 0.25357
C -0.17587 -1.22918 -0.09117
C -0.21234 1.24740 -0.16648
C -2.24768 -0.04838 -0.09698
N 1.84642 -0.04268 -0.36539
O -0.90145 0.04153 0.27467
H 1.41419 -1.38515 1.37471
H 1.62809 -2.09667 -0.29843
H 1.56969 2.08224 -0.13002
H 1.34852 1.32866 1.31941
H -0.24752 -1.35825 -1.12528
H -0.68834 -1.90725 0.53808
H -0.64679 2.06968 0.37166
H -0.21363 1.41470 -1.26479
H -2.82281 0.64126 0.55612
H -2.29054 0.06527 -1.12302
H -2.75222 -0.96610 0.04726
H 2.85303 0.21839 -0.29800
*
```

***

[4]
C5H12NO | ωB97M-V/def2-TZVPD

Output
Electronic energy (Eh): -327.37735
Frontier orbital gap (eV): 9.3
Relative energy (zero: lowest compared OMol25 entry of this formula, charge and spin) (kJ/mol): 215.9
E_LUMO (eV): -3.80

The geometry in ORCA input format:
```
! wB97M-V def2-TZVPD RIJCOSX def2/J DEFGRID3
* xyz 1 1
O 1.31606 2.77517 -0.79028
C 0.69852 1.92902 -1.44907
C -0.42976 1.04219 -0.91110
C -0.59272 -0.19137 -1.78155
H 0.83048 1.87104 -2.58491
H -1.35143 1.60095 -0.85711
H -0.11588 0.84263 0.14392
H -0.99402 0.05308 -2.75754
H -1.24125 -0.89018 -1.17704
H 0.37197 -0.65038 -1.96044
C 0.22060 -1.79045 1.81188
C -0.04496 -2.75297 0.95108
N -0.71122 -0.72506 1.98637
H 1.08432 -1.64424 2.38527
H 0.68710 -3.57367 0.92501
H -1.04165 -2.74648 0.37915
H -0.98964 -0.21474 1.14755
H -1.57592 -1.11334 2.37433
H -0.32417 -0.07912 2.67201
*
```

***

[5]
C5H12NO | ωB97M-V/def2-TZVPD

Output
Electronic energy (Eh): -327.41177
Frontier orbital gap (eV): 9.8
Relative energy (zero: lowest compared OMol25 entry of this formula, charge and spin) (kJ/mol): 125.5
Structure (SMILES): C=C([NH3+])CCCO
E_LUMO (eV): -3.79

The geometry in ORCA input format:
```
! wB97M-V def2-TZVPD RIJCOSX def2/J DEFGRID3
* xyz 1 1
C 1.05703 2.20982 -0.09711
O 0.12905 2.88483 0.73840
C 1.06795 0.70209 0.11130
C 0.08671 -0.10058 -0.77946
C -0.76518 -1.08397 -0.06439
C -2.01924 -0.97500 0.32317
N -0.06879 -2.38215 0.25406
H 0.85906 2.42415 -1.14614
H 2.02047 2.61229 0.20497
H -0.77291 2.89087 0.40613
H 0.91209 0.43144 1.15507
H 2.09618 0.35339 -0.03981
H -0.47605 0.56787 -1.43313
H 0.66611 -0.65514 -1.54220
H -2.58509 -0.07177 0.13479
H -2.57175 -1.75166 0.83898
H 0.14900 -2.47123 1.25472
H 0.83098 -2.41037 -0.23253
H -0.61562 -3.17487 -0.08683
*
```

***

[6]
C5H12NO | ωB97M-V/def2-TZVPD

Output
Electronic energy (Eh): -327.17701
Frontier orbital gap (alpha / beta) (eV): 8.1 / 9.8
Relative energy (zero: lowest compared OMol25 entry of this formula, charge and spin) (kJ/mol): 741.9
E_LUMO (alpha / beta) (eV): -4.82 / -3.78

The geometry in ORCA input format:
```
! wB97M-V def2-TZVPD RIJCOSX def2/J DEFGRID3
* xyz 1 1
C -0.15536 0.67334 0.59629
C -2.56581 -0.68711 0.14649
C -0.47145 2.02084 0.17694
C 0.57029 -1.69954 0.10003
C 2.14845 0.15712 -0.19773
N 0.85631 -0.26463 0.27788
O 0.69290 0.17652 1.53537
H -2.81258 0.29765 -0.26764
H -2.96513 -0.95550 1.11660
H -1.94262 -1.42322 -0.30398
H 0.40998 2.87256 0.05893
H -1.26218 2.43366 0.73393
H -0.87204 2.03117 -0.82862
H -0.17262 -1.91534 0.81534
H 0.09595 -1.67117 -0.85503
H 1.48921 -2.17915 0.18284
H 2.19416 -0.49494 -1.11066
H 2.12595 1.16506 -0.42641
H 2.76510 0.00013 0.63515
*
```

***

[7]
C5H12NO | ωB97M-V/def2-TZVPD

Output
Electronic energy (Eh): -327.33314
Frontier orbital gap (eV): 10.4
Relative energy (zero: lowest compared OMol25 entry of this formula, charge and spin) (kJ/mol): 332.0
E_LUMO (eV): -3.43

The geometry in ORCA input format:
```
! wB97M-V def2-TZVPD RIJCOSX def2/J DEFGRID3
* xyz 1 1
C 0.63597 -1.62941 -0.69670
C 1.54756 -0.55549 0.02560
C -0.86255 -0.25584 -0.13677
C -2.01041 -0.54800 0.72387
C 0.73124 1.86110 0.15997
N 0.51497 0.41160 0.59669
O -1.12236 0.48897 -1.20591
H 0.75254 -1.75056 -1.83204
H 0.49784 -2.47549 -0.11779
H 2.20443 -1.08985 0.79717
H 2.24877 0.04913 -0.64380
H -1.86658 -1.36224 1.56565
H -2.68959 -1.08505 0.01296
H -2.55891 0.27741 1.13041
H 1.41677 2.00404 -0.65526
H -0.17448 2.42740 -0.22658
H 0.94791 2.51030 1.03745
H 0.50815 0.37012 1.59272
H -0.72127 0.35187 -2.12763
*
```

***

[8]
C5H12NO | ωB97M-V/def2-TZVPD

Output
Electronic energy (Eh): -327.22106
Frontier orbital gap (alpha / beta) (eV): 6.2 / 8.2
Relative energy (zero: lowest compared OMol25 entry of this formula, charge and spin) (kJ/mol): 197.5
<S²>: 2.0120
E_LUMO (alpha / beta) (eV): -4.66 / -6.73

The geometry in ORCA input format:
```
! wB97M-V def2-TZVPD RIJCOSX def2/J DEFGRID3
* xyz 1 3
C -1.48969 -0.38375 0.20074
C 0.87934 0.29183 -0.11885
C -2.19460 0.94333 0.08063
C 1.42634 1.65470 -0.05469
C 1.11125 -2.11696 -0.00003
N 1.64656 -0.74479 0.08465
O -2.21548 -1.46324 -0.09729
H -0.89987 -0.59190 1.11160
H -2.55182 1.17684 -0.97451
H -1.59507 1.69623 0.64190
H -3.03964 0.93164 0.67660
H 2.48120 1.61653 -0.18213
H 1.32918 2.14985 0.91208
H 0.94909 2.18528 -1.04290
H 1.32786 -2.49935 0.97307
H 0.11051 -1.92215 -0.20740
H 1.61549 -2.90792 -0.71305
H 2.69044 -0.46256 0.19650
H -2.56601 -1.36724 -1.01262
*
```